Record 1
Formula: C6H15N
Source: OMol25
Level of theory: the ωB97M-V functional and the def2-TZVPD basis

Summary:
HOMO: -9.99 eV
SMILES: [H]/N=C\C.CC(C)C
HOMO-LUMO gap: 10.962 eV

Cartesian coordinates (Å):
H1 1.476 0.260 -0.052
H2 -0.977 1.892 -1.276
H3 -1.962 -1.181 1.586
N1 1.994 -1.640 0.498
C1 -1.379 0.186 -0.003
H4 2.796 -2.263 0.645
C2 3.757 -0.040 -0.137
H5 4.015 0.763 0.558
H6 -1.477 -0.489 -2.063
H7 -3.098 0.141 1.323
H8 -1.007 2.277 0.442
H9 -0.252 -0.040 0.023
C3 -1.488 1.671 -0.334
H10 -2.534 1.987 -0.422
H11 -1.559 0.455 2.143
H12 4.459 -0.867 -0.006
H13 3.834 0.349 -1.155
C4 2.349 -0.468 0.116
H14 -3.049 -0.463 -1.239
H15 -1.883 -1.739 -0.878
C5 -2.033 -0.117 1.339
C6 -1.982 -0.673 -1.109

Record 2
Formula: C9H22N3O4Rb
Source: OMol25
Level of theory: the ωB97M-V functional and the def2-TZVPD basis

Summary:
HOMO: -6.10 eV
HOMO-LUMO gap: 6.249 eV

Cartesian coordinates (Å):
H1 -23.060 -22.952 -7.569
C1 -23.345 -23.117 -16.345
H2 -20.045 -21.785 -16.099
H3 -19.213 -21.472 -14.646
O1 -25.422 -27.040 -12.606
C2 -23.843 -24.778 -18.012
C3 -19.977 -22.139 -15.064
C4 -18.391 -23.931 -15.757
H4 -17.476 -23.626 -15.226
H5 -23.517 -25.829 -15.367
H6 -24.652 -24.629 -14.737
H7 -24.795 -25.143 -18.404
C5 -24.358 -25.179 -15.626
H8 -20.947 -21.976 -14.618
H9 -26.329 -21.248 -7.003
H10 -19.856 -25.432 -14.461
C6 -23.957 -22.551 -7.110
H11 -18.271 -23.350 -16.677
H12 -23.385 -22.890 -15.268
H13 -25.468 -27.833 -12.077
H14 -24.180 -23.140 -6.219
O2 -22.762 -22.342 -17.079
C7 -20.228 -24.415 -14.269
H15 -23.612 -23.955 -18.693
C8 -26.373 -22.222 -7.502
C9 -24.904 -22.862 -9.327
H16 -27.102 -22.097 -8.302
H17 -26.790 -22.909 -6.763
O3 -23.860 -23.179 -9.874
O4 -21.164 -24.131 -13.539
H18 -25.816 -22.620 -9.910
Rb1 -23.607 -24.832 -12.218
N1 -25.091 -22.609 -8.019
N2 -23.968 -24.252 -16.685
H19 -18.306 -24.990 -15.977
H20 -23.774 -21.519 -6.806
N3 -19.559 -23.514 -15.029
H21 -23.052 -25.529 -18.086
H22 -25.174 -25.799 -15.984

Record 3
Formula: C7H15NO
Source: OMol25
Level of theory: the ωB97M-V functional and the def2-TZVPD basis

Summary:
HOMO: -8.81 eV
SMILES: C=C[C@@](C)(N)[C@H](O)CC
HOMO-LUMO gap: 9.695 eV

Cartesian coordinates (Å):
H1 -1.549 -1.440 0.680
C1 2.847 1.458 -0.125
C2 -2.989 -0.505 -0.630
C3 1.138 -1.589 0.149
C4 1.830 0.847 -0.712
H2 -3.183 0.477 -1.057
H3 0.403 1.265 1.711
H4 -0.304 2.140 -0.118
N1 0.735 0.316 1.598
C5 -0.496 0.233 -0.552
H5 1.843 0.682 -1.786
H6 0.566 -2.233 0.814
C6 -1.788 -0.448 0.298
H7 -1.980 0.215 1.143
H8 1.030 -1.959 -0.867
H9 -2.810 -1.196 -1.453
C7 0.708 -0.138 0.262
O1 -0.812 1.581 -0.724
H10 2.911 1.532 0.952
H11 3.692 1.847 -0.679
H12 2.188 -1.651 0.432
H13 0.398 -0.344 2.283
H14 -3.883 -0.826 -0.095
H15 -0.494 -0.262 -1.523

Ordered energy relative to the best compared isomer or geometry (same formula, charge and spin) results: 21.8, 2.9, 61.4; unit kcal per mole.
Ordered E_tot results: -292.3343, -845.4114, -405.6395; unit Ha.